No. 1
Entry from the OMol25 dataset: a cluster of 2 separate species, C27H38N2P in total (ωB97M-V/def2-TZVPD).

XYZ file:
```
68
C27H38N2P ωB97M-V/def2-TZVPD
C 3.861 -5.592 -1.539
C 2.837 -4.550 -1.192
C 3.046 -3.729 -0.071
C 2.095 -2.782 0.279
C 0.955 -2.584 -0.493
C 0.043 -1.442 -0.081
C -1.200 -1.343 -0.904
C -2.349 -0.821 -0.459
C -3.611 -0.847 -1.183
C -4.680 -0.012 -0.787
C -5.881 -0.025 -1.471
C -6.058 -0.881 -2.567
C -7.350 -0.868 -3.302
C -5.035 -1.773 -2.932
C -3.821 -1.748 -2.259
C 0.681 -3.471 -1.543
C 1.618 -4.454 -1.885
H 3.535 -6.194 -2.385
H 4.787 -5.089 -1.820
H 4.087 -6.302 -0.734
H 3.954 -3.794 0.509
H 2.182 -2.186 1.182
H -0.312 -1.612 0.946
H -1.131 -1.693 -1.938
H -2.334 -0.270 0.499
H -4.528 0.641 0.077
H -6.683 0.645 -1.170
H -7.346 -1.580 -4.128
H -8.211 -1.102 -2.662
H -7.514 0.117 -3.753
H -5.181 -2.472 -3.758
H -3.014 -2.433 -2.537
H -0.251 -3.458 -2.120
H 1.447 -5.144 -2.721
C 3.656 0.376 3.796
C 3.592 1.176 2.510
C 4.361 2.484 2.638
C 4.195 0.349 1.378
N 2.172 1.535 2.205
P 1.868 2.127 0.617
H 0.626 -0.572 -0.039
N 0.304 2.577 1.151
C -0.500 3.421 0.217
C -1.944 3.488 0.667
C -0.464 2.830 -1.186
C 0.136 4.803 0.216
C 0.326 2.833 2.525
C 1.389 2.235 3.124
H 3.028 -0.526 3.754
H 4.698 0.061 3.940
H 3.364 0.991 4.653
H 4.285 3.073 1.713
H 3.953 3.093 3.458
H 5.410 2.231 2.847
H 4.231 0.910 0.430
H 5.237 0.108 1.670
H 3.683 -0.611 1.196
H -2.030 3.990 1.635
H -2.494 4.079 -0.077
H -2.407 2.492 0.719
H 0.554 2.800 -1.605
H -0.890 1.814 -1.249
H -1.083 3.479 -1.839
H 1.192 4.754 -0.083
H -0.433 5.429 -0.484
H 0.100 5.243 1.222
H -0.406 3.472 3.010
H 1.657 2.305 4.175
```

- Kohn-Sham gap: 5.264 eV
- ΔE to the lowest compared entry with this formula, charge and spin: 0.0 kcal/mol
- E_HOMO: -10.0180 eV
- 2S+1: 1
- Charge: +1

Here are the natural (NBO) charges for atoms 1 to 2, given in e: number 1, C, carries -0.6327; number 2, C, carries -0.0131

***

No. 2
Entry from the OMol25 dataset: a structure of composition C38H30N7O5Ti (ωB97M-V/def2-TZVPD).

XYZ file:
```
81
C38H30N7O5Ti ωB97M-V/def2-TZVPD
Ti 0.529 0.166 0.242
O 0.121 4.140 1.335
C 0.267 2.915 1.277
N 0.571 2.154 0.217
C 0.884 2.666 -1.036
C 0.553 3.907 -1.561
C 0.926 4.206 -2.864
C 1.626 3.291 -3.631
C 2.000 2.062 -3.109
C 1.635 1.750 -1.811
N 1.931 0.611 -1.082
C 3.051 -0.110 -1.211
O 3.873 -0.113 -2.129
C 3.222 -0.929 0.023
C 4.271 -1.831 0.156
C 4.443 -2.521 1.340
C 3.549 -2.240 2.383
C 2.525 -1.346 2.171
N 2.313 -0.688 1.020
C 0.138 2.053 2.480
C 0.010 2.620 3.742
C -0.122 1.816 4.857
C -0.201 0.434 4.636
C -0.109 -0.049 3.349
N 0.121 0.708 2.260
H 0.012 4.613 -0.948
H 0.649 5.160 -3.284
H 1.877 3.532 -4.651
H 2.564 1.353 -3.692
H 4.927 -1.968 -0.691
H 5.238 -3.238 1.468
H 3.669 -2.693 3.356
H 1.843 -1.129 2.981
H 0.020 3.696 3.808
H -0.191 2.228 5.853
H -0.351 -0.247 5.464
H -0.267 -1.101 3.164
O -2.142 3.630 -4.786
C -1.589 2.536 -4.918
O -1.130 1.967 -5.912
C -1.442 1.711 -3.581
C -1.999 2.139 -2.379
C -1.753 1.431 -1.210
N -0.908 0.359 -1.190
C -0.476 -0.138 -2.386
C -0.745 0.515 -3.586
C 0.307 -1.343 -2.272
C 0.749 -2.100 -3.370
C 1.502 -3.229 -3.162
C 1.813 -3.589 -1.846
C 1.352 -2.791 -0.820
N 0.607 -1.701 -0.988
C -2.433 1.694 0.052
C -3.327 2.759 0.269
C -4.032 2.814 1.451
C -3.834 1.820 2.409
C -2.912 0.828 2.125
N -2.231 0.752 0.996
H -2.606 3.034 -2.395
H -0.387 0.173 -4.545
H 0.505 -1.781 -4.371
H 1.857 -3.822 -3.993
H 2.416 -4.458 -1.634
H 1.590 -3.062 0.200
H -3.468 3.522 -0.481
H -4.732 3.619 1.638
H -4.386 1.811 3.337
H -2.719 0.037 2.842
C -1.624 -4.485 1.727
C -2.745 -3.517 1.356
C -1.954 -2.425 0.639
O -0.732 -2.305 1.360
C -0.470 -3.530 2.039
H -1.368 -5.113 0.873
H -1.859 -5.124 2.576
H -3.215 -3.115 2.255
H -3.506 -3.961 0.720
H -2.430 -1.442 0.637
H -1.747 -2.724 -0.400
H -0.410 -3.331 3.118
H 0.495 -3.941 1.724
```

- Kohn-Sham gap (alpha / beta): 3.820 / 6.367 eV
- ⟨S²⟩: 2.025
- E_HOMO (alpha / beta): -2.2071 / -4.5889 eV
- 2S+1: 3
- Charge: -1

Here are the natural (NBO) charges for atoms 1 to 2, given in e: number 1, Ti, carries 1.6321; number 2, O, carries -0.6505

***

No. 3
Entry from the OMol25 dataset: a cluster of 6 separate species, C18H26Cl8N2 in total (ωB97M-V/def2-TZVPD).

XYZ file:
```
54
C18H26Cl8N2 ωB97M-V/def2-TZVPD
N -1.903 0.177 -3.910
C -0.820 -0.634 -3.774
C 0.112 -0.797 -4.801
C -0.099 -0.105 -6.000
C -1.129 0.885 -6.034
C -2.059 0.994 -4.976
H -0.701 -1.224 -2.877
H 0.957 -1.448 -4.636
H 0.643 -0.122 -6.784
H -1.219 1.501 -6.916
H -2.967 1.568 -5.090
N 3.135 4.830 2.567
C 2.681 3.613 2.962
C 1.586 2.959 2.317
C 0.954 3.608 1.202
C 1.365 4.909 0.905
C 2.445 5.513 1.626
H 3.252 3.006 3.649
H 1.335 1.979 2.693
H 0.144 3.114 0.686
H 0.776 5.440 0.172
H 2.748 6.542 1.503
Cl -1.697 0.035 -0.144
C -0.073 0.175 0.591
C 0.735 -1.067 0.530
Cl 2.358 -0.787 1.117
H -0.091 0.592 1.598
H 0.462 0.894 -0.030
H 0.705 -1.445 -0.492
H 0.385 -1.848 1.205
Cl 2.589 -4.059 -3.292
C 4.105 -3.509 -2.581
C 3.970 -2.433 -1.526
Cl 5.514 -1.663 -1.096
H 4.611 -3.098 -3.454
H 4.722 -4.332 -2.220
H 3.565 -2.944 -0.653
H 3.244 -1.704 -1.885
Cl -1.826 -2.154 3.376
C -0.495 -2.143 4.525
C -0.598 -0.984 5.497
Cl -0.405 0.489 4.582
H 0.460 -2.247 4.010
H -0.647 -3.018 5.156
H 0.088 -1.025 6.343
H -1.648 -0.971 5.787
Cl -5.880 -2.694 0.410
C -4.977 -1.527 1.422
C -5.111 -0.148 0.865
Cl -6.772 0.438 0.707
H -3.943 -1.873 1.395
H -5.373 -1.705 2.422
H -4.647 -0.129 -0.122
H -4.566 0.574 1.473
```

- Kohn-Sham gap: 9.850 eV
- ΔE to the lowest compared entry with this formula, charge and spin: 18.2 kcal/mol
- E_HOMO: -9.4536 eV
- 2S+1: 1

Here are the natural (NBO) charges for atoms 1 to 2, given in e: number 1, N, carries -0.4193; number 2, C, carries 0.0224

***

No. 4
Entry from the OMol25 dataset: a structure of composition C23H46MnN11O8P (ωB97M-V/def2-TZVPD).

XYZ file:
```
90
C23H46MnN11O8P ωB97M-V/def2-TZVPD
Mn 0.401 0.097 -0.490
N 0.447 -1.678 1.760
C -0.554 -1.114 2.652
C -0.869 0.354 2.376
O -1.423 0.987 3.292
N -0.564 0.824 1.169
C -0.770 2.257 1.042
C 0.249 2.866 0.098
O 0.486 4.085 0.117
O 0.859 2.050 -0.675
H 0.469 -2.688 1.835
H 1.376 -1.323 1.949
H -0.305 -1.171 3.716
H -1.487 -1.671 2.523
H -0.713 2.759 2.009
H -1.763 2.512 0.637
N 1.583 0.052 -2.312
C 3.006 -0.232 -2.077
C 4.004 0.608 -2.887
C 3.815 2.132 -3.013
C 3.586 2.975 -1.752
N 4.319 2.447 -0.604
C 3.927 2.590 0.658
N 3.081 3.552 1.020
N 4.487 1.779 1.576
C 3.311 -0.253 -0.561
O 4.509 -0.372 -0.227
O 2.336 -0.174 0.230
H 1.242 -0.419 -3.142
H 1.430 1.049 -2.442
H 3.188 -1.268 -2.385
H 4.019 0.225 -3.911
H 4.991 0.383 -2.478
H 2.978 2.346 -3.682
H 4.703 2.498 -3.534
H 2.526 2.980 -1.501
H 3.900 4.002 -1.952
H 4.920 1.648 -0.757
H 2.432 3.972 0.346
H 2.664 3.468 1.933
H 4.686 0.839 1.215
H 4.075 1.800 2.494
C -1.989 3.564 -2.296
N -3.017 2.632 -1.849
C -4.242 3.250 -1.389
P -2.758 1.014 -1.979
O -1.369 0.652 -1.612
N -3.893 0.251 -1.050
C -5.184 -0.187 -1.541
C -3.789 0.330 0.405
N -3.046 0.590 -3.553
C -2.598 -0.702 -4.040
C -3.945 1.303 -4.436
H -1.749 4.273 -1.501
H -2.322 4.119 -3.180
H -1.076 3.021 -2.534
H -4.025 3.955 -0.582
H -4.933 2.501 -1.009
H -4.741 3.801 -2.195
H -5.182 -0.256 -2.626
H -5.991 0.491 -1.238
H -5.415 -1.176 -1.136
H -2.761 0.547 0.698
H -4.074 -0.631 0.842
H -4.451 1.098 0.819
H -1.834 -1.101 -3.374
H -2.167 -0.594 -5.039
H -3.423 -1.424 -4.103
H -4.214 2.264 -4.003
H -4.866 0.739 -4.629
H -3.458 1.485 -5.398
O 4.887 -5.014 -2.094
C 3.707 -5.785 -2.102
N 2.657 -4.863 -1.743
C 1.357 -5.193 -1.915
O 1.019 -6.271 -2.376
C 0.341 -4.164 -1.521
C -0.982 -4.561 -1.372
C -1.922 -3.616 -1.005
C -1.514 -2.303 -0.814
N -0.252 -1.910 -0.979
C 0.649 -2.828 -1.316
H 5.647 -5.603 -2.107
H 3.763 -6.611 -1.383
H 3.485 -6.198 -3.089
H 2.940 -4.054 -1.214
H -1.239 -5.598 -1.545
H -2.960 -3.883 -0.863
H -2.213 -1.530 -0.527
H 1.661 -2.458 -1.422
```

- Kohn-Sham gap (alpha / beta): 6.943 / 6.614 eV
- ΔE to the lowest compared entry with this formula, charge and spin: 0.0 kcal/mol
- ⟨S²⟩: 0.885
- E_HOMO (alpha / beta): -6.7019 / -6.3740 eV
- 2S+1: 2

Here are the Mulliken charges for atoms 1 to 2, given in e: number 1, Mn, carries 1.6166; number 2, N, carries -0.2959

***

No. 5
Entry from the OMol25 dataset: a structure of composition C2H7NS (ωB97M-V/def2-TZVPD).

XYZ file:
```
11
C2H7NS ωB97M-V/def2-TZVPD
C 0.064 0.653 0.003
C -0.936 -0.270 0.546
S -0.864 -1.874 -0.314
N 1.354 0.346 0.447
H -0.117 1.720 0.094
H -0.036 0.162 -1.171
H -1.939 0.112 0.348
H -0.763 -0.635 1.559
H -0.151 -0.087 -1.959
H 1.373 -0.622 0.757
H 2.014 0.495 -0.309
```

- Kohn-Sham gap: 6.436 eV
- ΔE to the lowest compared entry with this formula, charge and spin: 99.6 kcal/mol
- E_HOMO: -7.8530 eV
- 2S+1: 1

Here are the natural (NBO) charges for atoms 1 to 2, given in e: number 1, C, carries 0.0211; number 2, C, carries -0.6308